51
Properties=species:S:1:pos:R:3:lowdin_charge:R:1 method="wB97M-V/def2-TZVPD" homo_lumo_gap_ev=8.71 relative_energy_kj_mol=1302.1 lumo_energy_ev=-2.10 smiles="CC[NH+]1CCN(CCC(=O)Nc2cc(OC)ccc2OC)CC1" mol_weight_g_mol=322.43 total_charge=+1
C 4.07283 2.99161 0.51812 -0.0591
C 2.96407 2.11691 0.73972 -0.2762
N 3.03456 0.84798 0.16148 -0.1488
C 3.95116 -0.13731 0.78698 -0.0803
C 3.74064 -1.62097 0.29420 -0.0003
N 2.56825 -1.55462 -0.70959 -0.1878
C 1.69505 -2.70586 -0.55337 -0.0125
C 0.72434 -2.52625 0.93955 -0.0235
C -0.01037 -1.40999 0.70295 -0.5266
O 0.42938 -0.17422 0.76091 -0.0568
N -1.24082 -1.35256 0.37821 0.1541
C -2.41686 -0.49153 0.34957 -0.1364
C -2.25868 0.82467 0.09666 0.0862
C -3.41880 1.77329 0.12746 -0.2837
O -2.97750 3.04334 -0.03605 -0.0178
C -4.08517 3.79372 -0.26814 -0.1367
C -4.56947 1.24201 -0.13911 -0.0261
C -4.80424 -0.19814 0.02344 0.0202
C -3.67211 -0.92617 -0.18215 -0.1264
O -3.64994 -2.44249 0.10854 -0.2400
C -4.98513 -3.26610 -0.02425 0.0210
C 2.48600 -0.68590 -1.82794 -0.1087
C 2.89752 0.78909 -1.38123 0.0318
H 3.89623 4.06375 0.77223 0.1210
H 4.02424 3.19397 -0.58634 0.1081
H 4.96038 2.62829 0.80772 0.0459
H 1.99208 2.48480 0.38363 0.1505
H 2.81816 1.88776 1.86247 0.1744
H 2.07248 0.22161 0.39624 0.1804
H 3.69577 -0.35503 1.72604 0.0931
H 4.82970 0.25123 0.74435 0.0677
H 3.83572 -2.42674 0.89960 0.0853
H 4.58109 -1.55285 -0.62519 0.1776
H 2.12283 -3.55336 -0.06349 0.0971
H 0.98628 -2.82898 -1.28762 0.0985
H 1.31230 -2.24411 1.78977 0.1248
H 0.25348 -3.45379 1.10996 0.1126
H -1.71004 -2.36824 0.46388 0.1989
H -1.24060 1.28536 0.59392 0.1713
H -3.63481 4.84052 -0.21643 0.1369
H -4.50984 3.97855 -1.17659 0.0799
H -4.77825 3.85530 0.38203 0.0365
H -5.45836 1.72514 -0.48701 0.1196
H -5.72400 -0.53157 -0.33302 0.0895
H -5.39721 -2.70884 -1.03310 0.1362
H -5.76257 -2.80010 0.87766 0.1493
H -4.77706 -4.18930 0.13944 -0.0157
H 1.55025 -0.71595 -2.10554 0.0858
H 3.12346 -0.86083 -2.53857 0.0667
H 4.06400 0.68931 -1.67122 0.1803
H 2.39959 1.55360 -1.69077 0.0624